[1]
A structure of composition C11H14F6MnN2O9S2 at a distorted geometry. Source: OMol25; level of theory: wB97M-V/def2-TZVPD.

Properties
Molecular weight in u: 551.298
HOMO (spin up / spin down) in eV: -8.9366 / -8.4873
Electronic energy in eV: -102337.44482
Spin multiplicity: 2
LUMO energy (spin up / spin down) in eV: 0.08 / 0.08
Orbital gap (spin up / spin down) in eV: 9.0171 / 8.5702

Cartesian coordinates (Å):
Mn1 0.24596 0.14918 -0.34547
O1 -2.19988 -1.68858 2.41319
C1 -1.36527 -1.35161 1.45038
O2 -0.78996 -0.28109 1.41858
C2 -1.17757 -2.42079 0.39847
O3 -0.40947 -1.89667 -0.65754
C3 0.76883 -2.64260 -1.03681
C4 2.05565 -1.93864 -0.55560
O4 3.11238 -2.50263 -0.74044
O5 1.86874 -0.79672 0.01284
H1 -2.25972 -0.95290 3.04338
H2 -2.15325 -2.75974 0.04243
H3 -0.67905 -3.26569 0.88282
H4 0.76974 -2.72754 -2.12234
H5 0.73252 -3.64396 -0.60821
F1 -1.72045 -1.43344 -3.14776
C5 -2.82286 -0.76104 -2.82434
F2 -3.61224 -0.69473 -3.88779
F3 -3.45922 -1.43413 -1.85685
S1 -2.41820 0.94472 -2.22586
O6 -1.75128 0.72488 -0.95129
O7 -3.66756 1.61786 -2.19771
N1 -1.45787 1.48460 -3.34182
S2 0.10362 1.48182 -3.17581
O8 0.66520 2.76209 -2.89599
O9 0.61301 0.34717 -2.40290
C6 0.61484 1.05485 -4.89577
F4 0.15212 1.95934 -5.74837
F5 0.15810 -0.14499 -5.23327
F6 1.94382 1.04794 -4.94781
C7 3.04989 4.70466 0.59538
C8 3.29612 3.36132 -0.10453
C9 3.60717 3.57195 -1.59148
C10 4.42642 2.58080 0.58164
C11 2.07977 2.55120 0.01463
N2 1.14570 1.90862 0.18286
H6 3.96354 5.29711 0.54276
H7 2.79063 4.56174 1.64413
H8 2.24910 5.25977 0.10796
H9 4.46518 4.24061 -1.67066
H10 2.76316 4.01140 -2.11738
H11 3.85591 2.62766 -2.07481
H12 5.35548 3.14062 0.46935
H13 4.55121 1.59691 0.13111
H14 4.22459 2.44942 1.64439

=====

[2]
A cluster of 2 separate species, C11H14N2O in total at a distorted geometry. Source: OMol25; level of theory: wB97M-V/def2-TZVPD.

Properties
SMILES string: Cc1ccc(O)cc1.Cc1c[nH]cn1
Molecular weight in u: 190.246
HOMO in eV: -8.3671
Energy above the lowest of the compared OMol25 structures with the same formula, charge and spin in kcal/mol: 39.1
Electronic energy in eV: -16661.21547
LUMO energy in eV: 0.76
Orbital gap in eV: 9.1230

Cartesian coordinates (Å):
C1 -0.01058 -1.06838 -3.81809
C2 -0.86105 -0.39181 -2.75496
C3 -0.24344 0.34853 -1.75446
C4 -0.97817 1.29920 -1.04907
C5 -2.34508 1.40562 -1.25682
O1 -2.98865 2.29966 -0.43893
C6 -2.99065 0.61900 -2.19652
C7 -2.23508 -0.27119 -2.95530
H1 0.49723 -0.35419 -4.44210
H2 -0.62843 -1.74059 -4.41031
H3 0.65563 -1.74978 -3.30857
H4 0.83143 0.34946 -1.62826
H5 -0.46041 2.03278 -0.45442
H6 -3.93893 2.22493 -0.51805
H7 -3.98155 0.85881 -2.56820
H8 -2.68749 -0.87998 -3.72730
C8 3.08801 -1.85955 1.25094
C9 2.45350 -1.14552 2.39438
C10 1.28626 -1.41986 3.05514
N1 0.90733 -0.21630 3.63060
C11 1.96071 0.62239 3.49704
N2 2.86246 0.13991 2.68658
H9 2.69731 -1.48314 0.31611
H10 2.89116 -2.90804 1.25056
H11 4.16382 -1.69793 1.31127
H12 0.52351 -2.11143 2.73019
H13 0.09282 -0.11362 4.21031
H14 1.92122 1.59592 3.95752

=====

[3]
The molecule C11H14N2O at a distorted geometry. Source: OMol25; level of theory: wB97M-V/def2-TZVPD.

Properties
SMILES string: CC(C)C1=C=NC=C2CCCC(=O)N12
Molecular weight in u: 190.246
HOMO (spin up / spin down) in eV: -7.1411 / -7.3624
Energy above the lowest of the compared OMol25 structures with the same formula, charge and spin in kcal/mol: 145.7
Electronic energy in eV: -16656.59467
LUMO energy (spin up / spin down) in eV: -0.01 / -0.05
Orbital gap (spin up / spin down) in eV: 7.1297 / 7.3154

Cartesian coordinates (Å):
C1 -2.94248 0.05279 1.39682
C2 -2.18209 -0.46682 0.08524
C3 -3.01841 -0.64449 -1.20500
C4 -1.00316 0.36357 -0.09497
C5 -1.09500 1.86684 -0.75786
N1 -0.12757 2.65000 -0.88587
C6 0.93833 2.39189 0.00454
C7 1.22158 1.08229 0.17990
C8 2.54366 0.69937 0.76474
C9 3.21444 -0.39515 -0.18480
C10 2.25885 -1.58818 -0.28486
C11 0.81693 -1.15581 -0.64661
O1 0.14807 -1.90905 -1.28886
N2 0.29405 0.14633 -0.21544
H1 -3.82709 -0.54819 1.43940
H2 -3.35608 1.03861 1.39782
H3 -2.28397 -0.11203 2.30224
H4 -1.83522 -1.45150 0.33523
H5 -3.94421 -1.06349 -0.90465
H6 -2.38889 -1.37686 -1.73773
H7 -3.29351 0.34397 -1.58178
H8 1.65632 3.12022 0.44018
H9 3.22546 1.50699 0.81833
H10 2.36452 0.32165 1.75466
H11 3.50094 0.15859 -1.05135
H12 3.95973 -0.71891 0.48776
H13 2.31848 -2.13240 0.61297
H14 2.83634 -2.18026 -1.18004

=====

[4]
A cluster of 2 separate species, C11H14N2O in total at a distorted geometry. Source: OMol25; level of theory: wB97M-V/def2-TZVPD.

Properties
SMILES string: Cc1ccc(O)cc1.Cc1c[nH]cn1
Molecular weight in u: 190.246
HOMO in eV: -8.4520
Energy above the lowest of the compared OMol25 structures with the same formula, charge and spin in kcal/mol: 49.3
Electronic energy in eV: -16660.77339
LUMO energy in eV: 0.83
Orbital gap in eV: 9.2834

Cartesian coordinates (Å):
C1 0.46489 -0.38715 3.71468
C2 0.14765 -1.20342 2.43207
C3 0.70827 -0.74270 1.24529
C4 0.54980 -1.46100 0.05452
C5 -0.33216 -2.52331 0.06352
O1 -0.30080 -3.25147 -1.13649
C6 -0.94253 -3.00963 1.21401
C7 -0.62259 -2.36206 2.38400
H1 1.36707 0.18043 3.47466
H2 0.49403 -1.16744 4.45472
H3 -0.35574 0.35718 3.89278
H4 1.28807 0.17406 1.22718
H5 1.07432 -1.24807 -0.87108
H6 -1.19001 -3.56655 -1.31732
H7 -1.57336 -3.86252 1.31601
H8 -0.93092 -2.69766 3.38158
C8 -1.80775 3.48651 -1.70264
C9 -0.49967 2.78631 -1.74713
C10 0.21863 2.36162 -2.80371
N1 1.35548 1.82021 -2.18874
C11 1.22090 1.83440 -0.80644
N2 0.05525 2.42003 -0.56867
H9 -2.56633 2.97891 -2.31554
H10 -1.71090 4.54907 -1.97838
H11 -2.16733 3.65734 -0.67430
H12 -0.09582 2.16804 -3.81481
H13 2.07985 1.39064 -2.74438
H14 1.90132 1.51904 -0.06307

=====

[5]
The molecule C11H14N2O2 at a distorted geometry. Source: OMol25; level of theory: wB97M-V/def2-TZVPD.

Properties
SMILES string: CC(=O)OCC#C/C(C)=C/C=C\C=N\N
Molecular weight in u: 206.245
HOMO in eV: -8.1693
Energy above the lowest of the compared OMol25 structures with the same formula, charge and spin in kcal/mol: 119.8
Electronic energy in eV: -18703.29436
LUMO energy in eV: 0.65
Orbital gap in eV: 8.8178

Cartesian coordinates (Å):
C1 5.87647 -1.27796 0.47813
C2 5.20490 -0.25934 -0.36259
O1 5.85560 0.34286 -1.17008
O2 3.92284 -0.07279 -0.07461
C3 3.31325 0.80844 -0.98409
C4 1.90490 1.00202 -0.63561
C5 0.75197 1.08739 -0.28237
C6 -0.62398 1.06835 0.00437
C7 -0.93101 0.65070 1.45791
C8 -1.54986 1.52209 -0.83885
C9 -2.89156 1.90817 -0.58209
C10 -4.02368 1.18480 -0.45501
C11 -4.27857 -0.25905 -0.43989
N1 -3.55696 -1.11948 -1.03133
N2 -3.85505 -2.48061 -1.16966
H1 6.35599 -2.04963 -0.08520
H2 5.20185 -1.49733 1.32759
H3 6.66825 -0.85356 1.02760
H4 3.97273 1.75810 -1.14939
H5 3.17389 0.48837 -2.07904
H6 -1.39368 1.46882 1.84972
H7 -0.03185 0.55792 1.90336
H8 -1.42115 -0.34318 1.28914
H9 -1.04662 1.71188 -1.72591
H10 -3.15122 2.90618 -0.67298
H11 -4.91787 1.66988 -0.38271
H12 -5.13702 -0.68007 0.15571
H13 -3.20222 -2.71788 -1.87736
H14 -4.03505 -3.08512 -0.38622

=====

[6]
A structure of composition C11H14N2O2Yb at a distorted geometry. Source: OMol25; level of theory: wB97M-V/def2-TZVPD.

Properties
Molecular weight in u: 379.285
HOMO (spin up / spin down) in eV: -2.4979 / -2.4437
Energy above the lowest of the compared OMol25 structures with the same formula, charge and spin in kcal/mol: 0.0
Electronic energy in eV: -50238.95731
Charge: -1
Spin multiplicity: 2
LUMO energy (spin up / spin down) in eV: 3.14 / 3.15
Orbital gap (spin up / spin down) in eV: 5.6403 / 5.5893

Cartesian coordinates (Å):
C1 -1.03989 0.88867 -2.95417
C2 0.34480 0.65905 -3.18334
C3 1.08665 1.48051 -2.28691
C4 0.15278 2.22324 -1.50614
C5 -1.16250 1.85674 -1.92100
Yb1 -0.15995 -0.03780 -0.76135
N1 -1.83395 -1.36733 -0.35352
C6 -0.22301 -2.96570 -1.13140
C7 0.81293 -2.50213 -1.86828
H1 2.17322 1.59655 -2.26164
H2 0.75716 -0.00404 -3.94900
H3 0.39515 2.95725 -0.73841
H4 -2.09788 2.24840 -1.50501
H5 -1.86476 0.39132 -3.47790
H6 0.74137 -2.40541 -2.96580
H7 -1.13347 -3.35352 -1.60491
H8 -2.79580 -1.40044 0.02950
H9 1.79486 -2.29055 -1.43575
H10 -0.10545 -3.14400 -0.05954
O1 0.32192 2.63305 1.58539
C8 0.34368 1.53740 2.15668
C9 0.48460 1.28032 3.66896
C10 0.39828 -0.23919 3.80243
C11 0.25284 -0.74086 2.36479
O2 0.15364 -1.90563 1.97495
N2 0.23513 0.32908 1.50048
H11 1.44811 1.67836 4.01078
H12 -0.31457 1.80484 4.20639
H13 1.29756 -0.66114 4.26187
H14 -0.46345 -0.54703 4.40187